(1)
Formula: C6H12N2
Source: the OMol25 dataset
Level of theory: ωB97M-V with the def2-TZVPD basis set

Positions of all 20 atoms, in Å:
C  -1.682330  -0.929308  0.235882
C  -2.047541  0.563304  -0.135801
C  0.326453  0.351146  -0.103835
C  -0.296111  -0.837357  -0.650926
C  1.219955  0.003699  1.156565
C  1.614441  0.615040  -0.916636
H  -2.398618  -1.762694  -0.231315
H  -1.502946  -1.144882  1.210986
H  -2.944825  1.159011  0.473304
H  -2.513083  0.313799  -1.212320
H  -0.717101  1.639234  1.106408
H  0.377063  -1.624583  -0.338028
H  -0.277961  -1.163234  -1.761571
H  1.021736  -0.877437  1.901957
H  1.421561  0.872257  1.695359
H  3.192481  -0.031421  0.196490
H  1.929265  1.641228  -0.849433
H  1.836548  0.124105  -1.799131
N  -0.820672  1.454957  0.014160
N  2.261684  -0.366870  0.007888

Atoms 1-2, force components in eV/Å:
-0.420 0.392 -6.110
-3.498 0.366 0.638

The energy above the lowest of the compared OMol25 structures with the same formula, charge and spin is 4.355 eV. The calculation puts the total energy at -9392.494 eV.

(2)
Formula: C6H12N2
Source: the OMol25 dataset
Level of theory: ωB97M-V with the def2-TZVPD basis set

Positions of all 20 atoms, in Å:
C  -1.835310  0.785338  0.156242
C  -1.899331  -0.716875  -0.028302
C  0.396588  -0.089701  -0.089825
C  -0.484750  1.106686  -0.435758
C  1.602407  -0.345928  -1.002340
C  1.367937  0.050535  1.076160
H  -2.746034  1.357265  -0.094667
H  -1.836755  0.955650  1.245634
H  -2.211706  -0.944235  -1.035774
H  -2.467023  -1.423985  0.502875
H  -0.420202  -1.858520  0.676741
H  -0.584986  1.255734  -1.508407
H  -0.110536  2.081275  -0.036176
H  1.557332  0.124502  -1.965954
H  1.784466  -1.398315  -1.130857
H  3.240104  -0.137436  0.288560
H  1.538889  -0.932221  1.593437
H  1.264991  0.936631  1.726078
N  -0.534925  -1.138131  0.006921
N  2.378844  0.331728  0.055408

Atoms 1-2, force components in eV/Å:
-1.362 -0.225 2.245
0.257 0.185 -2.496

The energy above the lowest of the compared OMol25 structures with the same formula, charge and spin is 1.810 eV. The calculation puts the total energy at -9395.040 eV.

(3)
Formula: C6H12N2
Source: the OMol25 dataset
Level of theory: ωB97M-V with the def2-TZVPD basis set

Positions of all 20 atoms, in Å:
C  -2.694272  -0.346399  0.054295
C  1.959372  -0.782783  -1.051641
C  1.446238  0.343599  1.147527
C  -1.218605  -0.395221  -0.124587
C  0.895531  -0.397606  -0.050853
N  -0.783079  1.936411  -0.302918
C  -0.246119  -1.303116  0.157936
N  -0.434555  0.631821  -0.632496
H  -0.713960  2.151268  0.692233
H  -0.223625  2.587296  -0.839777
H  -0.263119  -2.379434  0.188272
H  -3.170646  0.079758  -0.829146
H  -3.079310  -1.350897  0.226988
H  -2.965936  0.278135  0.908137
H  2.170236  -0.288325  1.667495
H  1.961928  1.258016  0.843151
H  1.520611  -1.297171  -1.904130
H  2.479275  0.106092  -1.412172
H  2.706474  -1.432024  -0.587883
H  0.653561  0.600578  1.849572

Atoms 1-2, force components in eV/Å:
0.017 0.004 -0.207
-0.224 0.351 -0.171

The energy above the lowest of the compared OMol25 structures with the same formula, charge and spin is 2.546 eV. The calculation puts the total energy at -9394.303 eV.

| no. | HOMO-LUMO gap (eV) |
| --- | --- |
| 1 | 10.32 |
| 2 | 9.18 |
| 3 | 8.73 |